Record 1
DFT (ωB97M-V/def2-TZVPD) results for one molecule with the formula C5H10NO2P in a non-equilibrium geometry.

HOMO level (alpha / beta) ... -7.30 / -7.55 eV

```
! wB97M-V def2-TZVPD RIJCOSX def2/J DEFGRID3
* xyz 0 1
C 0.30 0.38 0.35
C -0.85 -0.33 -0.09
C -1.65 -2.08 -1.71
C 1.65 0.11 -0.27
C 0.52 2.97 2.65
N 0.10 1.17 1.36
O -0.89 -1.23 -1.01
O 1.13 1.78 2.04
P -0.74 -3.52 -2.34
H -1.90 0.01 0.26
H -2.74 -1.94 -1.54
H 2.49 0.63 0.36
H 1.82 0.46 -1.25
H 1.90 -0.94 -0.48
H -0.27 3.43 2.01
H 1.40 3.65 2.76
H 0.04 2.80 3.60
H -0.47 -3.07 -3.74
H -1.84 -4.26 -2.94
*
```


Record 2
DFT (ωB97M-V/def2-TZVPD) results for C13H21F5OOsP2 as an isolated structure in a non-equilibrium geometry.

HOMO level (alpha / beta) ... -11.91 / -16.74 eV
⟨S²⟩ ... 6.028

```
! wB97M-V def2-TZVPD RIJCOSX def2/J DEFGRID3
* xyz 2 5
Os -0.07 -0.43 -0.49
H -0.12 -0.75 1.27
H 0.65 -1.16 0.94
P -1.64 0.86 0.82
P 2.20 -0.20 -0.59
C 2.58 -0.17 -2.39
H 3.65 -0.36 -2.54
H 1.99 -0.92 -2.92
H 2.32 0.82 -2.78
C 3.26 1.17 0.01
H 3.21 1.22 1.11
H 4.30 0.99 -0.29
H 2.91 2.12 -0.42
C 3.04 -1.63 0.20
H 2.52 -2.56 -0.03
H 4.07 -1.69 -0.17
H 3.04 -1.48 1.29
C -1.41 2.53 1.57
H -2.35 2.88 2.02
H -0.64 2.50 2.35
H -1.11 3.25 0.80
C -3.17 1.18 -0.16
H -3.57 0.22 -0.52
H -3.93 1.67 0.47
H -2.94 1.82 -1.02
C -2.41 0.02 2.27
H -1.67 -0.11 3.07
H -3.24 0.63 2.65
H -2.81 -0.96 1.97
C -0.81 0.19 -2.13
O -1.29 0.56 -3.13
H 0.40 1.06 -0.11
F -2.53 -2.26 -0.55
C -1.54 -2.95 -1.20
C -0.25 -2.45 -1.30
C 0.65 -3.30 -1.95
F 1.99 -3.03 -2.08
C 0.28 -4.51 -2.54
F 1.20 -5.23 -3.22
C -1.04 -4.96 -2.48
F -1.41 -6.11 -3.08
C -1.94 -4.16 -1.78
F -3.24 -4.53 -1.68
*
```